<i>
ORCA calculation (wB97M-V/def2-TZVPD) on an isolated ion of composition C10H19N2 and charge +1.

```
31
Properties=species:S:1:pos:R:3:mulliken_charge:R:1
N -1.98324 -0.11005 -0.43763 0.056
N 0.11513 -1.36349 -0.06120 -0.076
C 2.36121 1.03817 -1.09076 -1.164
C 3.45909 -0.98329 0.19973 -1.446
C -1.57778 -1.52180 1.57604 -1.328
C 1.06870 -0.72410 -0.14042 0.130
C -3.39810 -0.37370 -0.70356 -0.805
C -1.21229 0.93538 -0.83456 0.369
C 2.30342 -0.02977 0.00645 1.409
C 1.90634 0.63145 1.48014 -1.296
C -1.34242 -1.34977 0.10249 0.038
C -1.73037 2.19017 -1.42304 -1.558
H 1.79249 -0.14820 2.23087 0.399
H -2.62874 1.97627 -1.94794 0.400
H 2.80541 0.63028 -2.06038 0.362
H -2.10955 2.66135 -0.60578 0.425
H 3.00467 1.94083 -0.79160 0.355
H 4.28199 -0.37366 0.46264 0.408
H -1.48627 -0.67543 2.27762 0.294
H -3.40619 -1.37835 -1.09384 0.293
H -1.76066 -2.18225 -0.53595 0.335
H 1.42685 1.50194 -1.33254 0.108
H -3.76541 -0.48277 0.36942 0.303
H -3.84390 0.48707 -1.26222 0.311
H -0.97072 2.77469 -1.82217 0.342
H 2.60440 1.38890 1.92396 0.365
H -2.68255 -1.89168 1.74117 0.415
H 3.79309 -1.72825 -0.56042 0.339
H -1.01481 -2.35384 1.86899 0.485
H 3.11696 -1.49009 1.11908 0.374
H 0.87323 1.00399 1.34538 0.358
```

Summary:
Charge: +1
HOMO-LUMO gap (spin up / spin down), eV: 8.36 / 8.36

***

<ii>
ORCA calculation (wB97M-V/def2-TZVPD) on a 2-piece molecular cluster, C10H19N2 overall.

```
31
Properties=species:S:1:pos:R:3:mulliken_charge:R:1
N 0.85255 -2.97477 0.76702 -0.415
N -1.16786 -2.10288 1.23063 -0.309
C 0.52295 -0.48504 0.66811 0.388
C -0.00645 0.66163 1.51829 0.599
C -0.48566 2.01960 0.97836 -1.528
C 1.15640 0.95217 2.41891 -1.417
C 0.02551 0.24175 -2.52820 -0.539
C 1.64789 -0.41913 -0.08238 -1.324
C 0.11373 -1.85955 0.93749 0.841
C -1.90231 -0.92257 -1.24046 -1.120
C -0.83945 -0.27513 -1.68637 0.702
C -0.42247 1.12149 -3.68804 -1.049
H 1.08706 1.72226 3.29522 0.315
H 1.83460 -2.93261 0.56299 0.186
H 2.17372 0.46623 -0.32515 0.414
H -2.32372 -0.32152 -0.53166 0.518
H -2.36260 -1.84503 -1.53032 0.297
H -1.67624 -1.25098 1.32689 0.214
H 1.03850 0.01981 -2.42104 0.451
H -0.74405 2.12129 -3.17411 0.233
H 0.11531 2.62676 0.27122 0.298
H 0.45451 1.42655 -4.41803 0.303
H 0.56779 -3.89955 0.91780 0.209
H -0.87690 0.32167 2.05720 0.361
H -1.46245 1.90060 0.34185 0.258
H 1.95861 -1.36261 -0.48868 0.329
H 2.06376 1.26787 1.85823 0.352
H 1.62178 0.09403 2.92709 0.383
H -0.86641 2.62707 1.80025 0.453
H -1.56828 -3.01444 1.55469 0.265
H -1.17867 0.64684 -4.23315 0.334
```

Summary:
Charge: +1
HOMO-LUMO gap, eV: 8.25

***

Quick one: least stable of them? <i>

***

<i>
ORCA calculation (wB97M-V/def2-TZVPD) on C5H13FNP as an isolated structure.

```
21
Properties=species:S:1:pos:R:3:mulliken_charge:R:1
P -0.47192 -1.72868 -0.70763 0.390
F 0.43111 -3.01041 -0.18648 -0.290
N -0.03084 0.18746 0.56915 -0.395
C 0.12545 1.14337 -0.44324 -0.454
C 1.22701 -0.12074 1.23094 -0.777
C -1.97972 -2.17364 0.21530 -0.924
C -1.20222 1.69209 -0.94976 -1.340
C 2.47169 -0.35815 0.43023 -0.782
H -1.77250 1.77451 -0.06048 0.367
H 3.19808 -0.28678 1.28480 0.349
H 2.25797 -1.10250 -0.37962 0.241
H -2.01702 -3.27825 0.31458 0.353
H -1.01093 2.65338 -1.41922 0.392
H 0.59051 1.98729 0.03479 0.496
H 2.56026 0.66918 -0.07494 0.234
H -2.90045 -1.87162 -0.34636 0.305
H 0.77024 0.73393 -1.25497 0.387
H -2.04154 -1.93563 1.27486 0.318
H -1.64154 1.03416 -1.67628 0.288
H 0.99374 -0.88721 1.96470 0.387
H 1.40538 0.84627 1.81081 0.455
```

Summary:
Charge: 0
HOMO-LUMO gap (spin up / spin down), eV: 8.56 / 8.56

***

<ii>
ORCA calculation (wB97M-V/def2-TZVPD) on a 2-piece molecular cluster, C5H13FNP overall.

```
21
Properties=species:S:1:pos:R:3:mulliken_charge:R:1
P -0.80990 -0.80847 -1.81361 0.264
F -1.32629 0.46171 -2.71126 -0.280
N 0.55408 0.61655 0.36259 -0.253
C 0.03561 -1.67948 1.43161 -0.792
C 1.10790 -0.42111 1.23704 -0.529
C -0.43963 1.35204 1.02717 -0.434
C 0.90206 -0.76927 -2.47175 -0.644
C -1.54695 1.78845 0.03290 -0.889
H -0.82931 0.79079 1.97564 0.342
H -2.09576 2.56475 0.56616 0.407
H 1.23909 -1.61916 -3.10816 0.368
H 0.56549 -2.45008 0.83624 0.271
H 0.16188 -1.99910 2.52471 0.272
H 1.57117 -0.89092 -1.48428 0.063
H 1.50439 0.01267 2.28866 0.313
H 0.01194 2.26335 1.67090 0.314
H -0.91722 2.17474 -0.87350 0.214
H 2.04346 -0.88733 0.72825 0.253
H -0.93629 -1.38082 0.95080 0.297
H -2.09364 0.80098 -0.10330 0.125
H 1.29789 0.07973 -3.06684 0.318
```

Summary:
Charge: 0
HOMO-LUMO gap (spin up / spin down), eV: 7.23 / 8.61

***

Quick one: least stable of them? <ii>

***

<i>
ORCA calculation (wB97M-V/def2-TZVPD) on H3N3O2 in the gas phase.

```
8
Properties=species:S:1:pos:R:3:mulliken_charge:R:1
O -1.88563 1.25598 0.07405 -0.526
O -2.93779 -0.73979 -0.05422 -0.546
N 0.32683 0.17691 -0.39343 -0.467
N -1.99823 0.07309 -0.04451 0.974
N -0.63735 -0.61630 0.13118 -0.246
H 0.11342 0.37230 -1.31412 0.234
H 0.51248 0.98476 0.11693 0.279
H -0.45135 -1.57595 -0.26604 0.299
```

Summary:
Charge: 0
HOMO-LUMO gap, eV: 10.48
SMILES: NN[N+](=O)[O-]

***

<ii>
ORCA calculation (wB97M-V/def2-TZVPD) on a 2-piece molecular cluster, H3N3O2 overall.

```
8
Properties=species:S:1:pos:R:3:mulliken_charge:R:1
O -2.32520 -0.05524 -0.41143 -0.216
O 0.32843 1.41991 0.01928 -0.367
N 1.02997 -0.65780 -0.09385 -0.201
N 0.40029 0.18266 0.64767 -0.287
N -1.68235 -0.87360 0.18279 0.171
H -0.43698 1.81483 0.46963 0.386
H 1.63505 -1.45106 0.32320 0.254
H 1.05079 -0.37971 -1.13727 0.261
```

Summary:
Charge: 0
HOMO-LUMO gap (spin up / spin down), eV: 8.07 / 8.24

***

Quick one: least stable of them? <ii>

***

<i>
ORCA calculation (wB97M-V/def2-TZVPD) on a 3-piece molecular cluster, C4H7IN2 overall.

```
14
Properties=species:S:1:pos:R:3:mulliken_charge:R:1
I -0.99892 -0.59974 1.68619 0.055
N -1.49349 2.13457 -0.56494 0.375
N -2.66059 2.57896 -0.11957 -0.578
C 2.04025 -2.19215 0.56355 -0.759
C -0.50563 1.57109 -0.90382 -0.307
C 0.98321 -0.65027 -1.05020 -0.472
C 1.78997 -1.38154 -0.60140 0.195
H -2.82247 3.49495 -0.51598 0.254
H -0.24993 -0.16760 0.48535 -0.178
H 1.00744 0.14283 -1.70722 0.441
H 1.36825 -2.96542 0.80005 0.304
H 1.73718 -1.33577 1.29272 0.119
H 3.08516 -2.39547 0.67061 0.304
H -3.28044 1.76556 -0.03534 0.248
```

Summary:
Charge: 0
HOMO-LUMO gap, eV: 9.94

***

<ii>
ORCA calculation (wB97M-V/def2-TZVPD) on a 2-piece molecular cluster, C4H7IN2 overall.

```
14
Properties=species:S:1:pos:R:3:mulliken_charge:R:1
I 2.12757 -1.33976 1.86564 0.025
N 1.29791 -2.48331 -1.19844 -0.157
N 0.41388 -2.36251 -2.00899 -0.234
C -0.31344 2.13510 0.21221 -1.020
C -0.68848 0.74625 0.91088 -0.552
C 0.76617 -1.18124 0.26433 -0.099
C -0.17834 -0.33923 0.05802 -0.113
H -0.75474 -0.50935 -0.85583 0.277
H 0.49908 -3.14126 -2.68631 0.260
H -1.10016 2.22184 -0.47944 0.327
H -0.52432 2.87469 0.96530 0.282
H 0.74616 2.02225 0.04552 0.363
H -1.88453 0.59281 0.95859 0.220
H -0.40676 0.76371 1.94850 0.421
```

Summary:
Charge: 0
HOMO-LUMO gap (spin up / spin down), eV: 8.92 / 8.92

***

Quick one: least stable of them? <i>